(1)
Formula: C16H30N2O3P
Source: the OMol25 dataset
Level of theory: ωB97M-V/def2-TZVPD

Cartesian coordinates (Å):
P (-2.380, 1.771, -0.459)
O (-3.353, 0.593, -1.128)
O (-3.453, 2.996, -0.150)
O (-1.795, 1.219, 0.801)
N (-1.364, 2.215, -1.607)
N (0.956, 0.836, 2.542)
C (-0.015, 2.470, -1.108)
C (-0.397, -2.318, -2.528)
C (0.121, 0.486, 3.571)
C (-1.016, -2.889, -1.212)
C (-1.221, -1.874, -0.043)
C (1.039, 2.188, 2.568)
C (0.992, 2.476, -2.294)
C (-0.525, -2.357, 1.266)
C (0.307, 2.761, 3.578)
C (0.788, -1.324, -2.358)
C (1.632, -0.007, 1.559)
C (1.569, 1.083, -2.622)
C (1.025, -2.519, 1.131)
C (1.804, -1.487, 2.000)
C (-0.319, 1.610, 4.225)
C (0.511, 0.042, -3.090)
H (1.698, -1.811, -2.763)
H (1.277, -3.507, 1.571)
H (2.876, -1.735, 1.871)
H (-2.028, -3.249, -1.485)
H (1.019, -1.065, -1.316)
H (2.638, 0.427, 1.431)
H (0.636, -0.180, -4.167)
H (1.135, 0.026, 0.576)
H (-0.924, -0.841, -0.291)
H (1.555, -1.656, 3.057)
H (-1.201, -1.826, -3.099)
H (1.618, 2.782, 1.859)
H (-0.525, 0.325, -2.849)
H (-4.279, 2.553, 0.093)
H (2.189, 0.704, -1.789)
H (0.339, 1.769, -0.327)
H (-0.486, -3.791, -0.850)
H (-3.513, -0.088, -0.464)
H (0.205, 3.808, 3.844)
H (1.378, -2.560, 0.090)
H (-2.298, -1.826, 0.204)
H (1.848, 3.116, -1.982)
H (-1.009, 1.664, 5.064)
H (-0.712, -1.645, 2.085)
H (-0.069, -3.197, -3.118)
H (-0.939, -3.343, 1.545)
H (0.528, 2.983, -3.155)
H (0.031, 3.496, -0.665)
H (2.278, 1.221, -3.469)
H (-0.168, -0.522, 3.856)

Output
- HOMO-LUMO gap (hartree) = 0.2499
- calculated total energy (eV) = -35493.2264
- structure (SMILES) = [O-]P(O)(O)=NCCCCCCCCCCCCn1cccc1
- net charge = -1

***

(2)
Formula: C5H8O
Source: the OMol25 dataset
Level of theory: ωB97M-V/def2-TZVPD

Cartesian coordinates (Å):
O (-0.252, -0.942, 2.404)
C (-0.124, -1.015, -0.049)
C (0.132, -1.413, 1.363)
C (1.062, -0.180, -0.481)
C (-0.830, 1.613, -0.217)
C (-0.333, 0.297, -0.766)
H (-0.512, 1.780, 0.815)
H (1.752, -0.596, -1.203)
H (-0.309, -1.884, -0.678)
H (1.533, 0.340, 0.353)
H (-0.670, 0.115, -1.787)
H (-1.922, 1.669, -0.255)
H (0.910, -2.215, 1.338)
H (-0.436, 2.430, -0.835)

Output
- energy relative to the best compared isomer or geometry (same formula, charge and spin) (eV) = 1.626
- HOMO-LUMO gap (hartree) = 0.3941
- calculated total energy (eV) = -7360.6292
- structure (SMILES) = C[C@H]1C[C@H]1C=O
- net charge = 0

***

(3)
Formula: C7H7N3O
Source: the OMol25 dataset
Level of theory: ωB97M-V/def2-TZVPD

Cartesian coordinates (Å):
O (-1.797, -1.367, -1.017)
N (-3.223, 1.549, -0.599)
N (2.275, -0.816, -0.872)
N (-1.497, -0.717, 1.671)
C (1.996, 1.291, 0.349)
C (-2.428, 0.763, -0.489)
C (-1.385, -0.224, -0.394)
C (2.783, 0.224, -0.198)
C (0.589, 1.114, 0.165)
C (0.995, -0.824, -1.056)
C (0.035, 0.022, -0.495)
H (-1.275, -2.027, -0.676)
H (3.865, 0.208, 0.078)
H (-1.915, -0.031, 2.286)
H (2.418, 2.137, 0.711)
H (-2.156, -1.477, 1.615)
H (-0.006, 1.910, 0.616)
H (0.725, -1.736, -1.695)

Output
- energy relative to the best compared isomer or geometry (same formula, charge and spin) (eV) = 4.478
- HOMO-LUMO gap (alpha / beta) (hartree) = 0.3139 / 0.3139
- calculated total energy (eV) = -13886.5061
- net charge = 0

***

(4)
Formula: C2H4N4OS
Source: the OMol25 dataset
Level of theory: ωB97M-V/def2-TZVPD

Cartesian coordinates (Å):
S (-1.960, 0.876, 1.450)
O (2.443, 0.899, -0.317)
N (0.358, 0.311, 0.334)
N (1.157, -0.786, -1.385)
N (-0.352, -0.719, -1.448)
N (-1.927, -0.469, 0.350)
C (1.318, 0.118, -0.504)
C (-0.774, -0.495, -0.072)
H (-0.483, -2.508, -0.823)
H (0.162, 1.289, 0.900)
H (-3.225, 0.991, 2.212)
H (3.283, 0.492, -0.697)

Output
- energy relative to the best compared isomer or geometry (same formula, charge and spin) (eV) = 6.716
- HOMO-LUMO gap (hartree) = 0.2602
- calculated total energy (eV) = -20974.2986
- net charge = 0

***

(5)
Formula: C5H9NO
Source: the OMol25 dataset
Level of theory: ωB97M-V/def2-TZVPD

Cartesian coordinates (Å):
O (-0.136, 1.254, 1.873)
N (-1.038, 0.235, -0.045)
C (1.022, 0.491, -0.274)
C (-0.078, 0.783, 0.761)
C (-0.094, -0.273, -1.036)
C (2.237, -0.284, 0.204)
C (-2.391, -0.136, 0.275)
H (-3.122, 0.557, -0.154)
H (1.320, 1.407, -0.795)
H (-0.292, 0.038, -2.067)
H (2.874, -0.565, -0.641)
H (-2.493, -0.123, 1.364)
H (2.831, 0.326, 0.891)
H (0.016, -1.365, -0.994)
H (-2.602, -1.145, -0.093)
H (1.946, -1.199, 0.732)

Output
- energy relative to the best compared isomer or geometry (same formula, charge and spin) (eV) = 0.938
- HOMO-LUMO gap (hartree) = 0.3774
- calculated total energy (eV) = -8868.2751
- structure (SMILES) = C[C@H]1CN(C)C1=O
- net charge = 0

***

(6)
Formula: C4H11N3
Source: the OMol25 dataset
Level of theory: ωB97M-V/def2-TZVPD

Cartesian coordinates (Å):
N (0.427, -0.416, -1.006)
N (0.350, 2.322, -0.198)
N (-1.815, 1.356, 0.048)
C (1.300, -1.024, 1.201)
C (0.024, -2.669, -0.263)
C (0.556, -1.431, -0.059)
C (-0.966, 2.409, -0.122)
H (0.460, -0.665, -1.974)
H (1.552, -1.881, 1.851)
H (0.679, 0.556, -0.877)
H (-1.505, 0.424, -0.227)
H (0.239, -3.429, 0.477)
H (-1.474, 3.379, -0.209)
H (0.732, 3.248, -0.401)
H (2.199, -0.433, 0.964)
H (-2.784, 1.577, 0.127)
H (0.593, -0.376, 1.776)
H (-0.566, -2.946, -1.109)

Output
- energy relative to the best compared isomer or geometry (same formula, charge and spin) (eV) = 1.490
- HOMO-LUMO gap (hartree) = 0.3172
- calculated total energy (eV) = -8796.1291
- structure (SMILES) = [H]/N=C/N.C=C(C)N
- net charge = 0

***

Q: Look up the net charge of the first one.
A: -1